Entry 1:
Density functional theory data (the ωB97M-V functional and the def2-TZVPD basis) for a structure of composition C24H22IN6RuS2Se2.

The geometry in XYZ format:
```
58
C24H22IN6RuS2Se2 (the ωB97M-V functional and the def2-TZVPD basis)
Ru 0.87 -0.56 -0.06
Se 1.45 -1.12 -4.01
Se 2.42 -2.04 -2.13
C 1.04 -3.24 -1.54
C 1.09 -4.59 -1.82
C 0.11 -5.40 -1.26
C -0.86 -4.83 -0.44
C -0.82 -3.46 -0.21
N 0.12 -2.67 -0.75
C 0.40 0.29 -3.29
C -0.42 0.93 -4.33
C -1.22 1.94 -4.02
C -1.30 2.49 -2.62
C -0.62 1.56 -1.58
N 0.38 0.63 -2.06
H 1.85 -4.99 -2.47
H 0.10 -6.47 -1.45
H -1.63 -5.43 0.01
H -1.56 -2.98 0.41
H -0.34 0.58 -5.36
H -1.80 2.45 -4.79
H -0.72 3.42 -2.62
H -0.19 2.17 -0.79
S -2.36 1.46 0.92
C -1.02 1.29 2.11
C -1.22 2.02 3.27
C -0.30 1.91 4.29
C 0.78 1.06 4.12
C 0.91 0.38 2.94
N 0.03 0.49 1.91
H -2.09 2.66 3.36
H -0.43 2.47 5.21
H 1.52 0.93 4.90
H 1.74 -0.29 2.78
C -2.28 5.04 -1.05
N -3.12 3.99 -1.66
C -4.50 4.01 -1.61
C -4.93 2.89 -2.23
N -3.80 2.21 -2.62
C -2.70 2.89 -2.28
S -1.73 0.38 -0.67
H -2.69 6.01 -1.31
H -1.26 4.98 -1.43
H -2.27 4.92 0.03
H -5.05 4.82 -1.16
H -5.93 2.53 -2.41
H -3.80 1.32 -3.11
I 3.61 0.60 0.39
C 3.61 -1.33 1.20
C 4.76 -1.89 1.72
C 4.64 -3.17 2.25
C 3.40 -3.80 2.25
C 2.32 -3.15 1.70
N 2.41 -1.92 1.17
H 5.70 -1.37 1.70
H 5.51 -3.66 2.68
H 3.28 -4.79 2.67
H 1.34 -3.61 1.67
```

Calculated values
Expectation value of S² = 6.009
E = -7247.21469 hartree
HOMO energy (spin up / spin down) = -16.516 / -16.752 eV
LUMO energy (spin up / spin down) = -8.47 / -9.02 eV
Gap between HOMO and LUMO (spin up / spin down) = 0.29561 / 0.28411 Ha
Relative energy (zero: lowest compared OMol25 entry of this formula, charge and spin) = 151.8 kJ/mol
Spin multiplicity = 5
Net charge = +3


Entry 2:
Density functional theory data (the ωB97M-V functional and the def2-TZVPD basis) for a cluster of 2 separate species, C24H22N3O5 in total in a non-equilibrium geometry.

The geometry in XYZ format:
```
54
C24H22N3O5 (the ωB97M-V functional and the def2-TZVPD basis)
O -1.32 2.76 -4.42
C -0.62 3.18 -3.49
O -1.00 3.69 -2.44
C 0.88 3.00 -3.66
C 1.70 4.22 -3.17
C 2.61 3.68 -2.11
C 2.35 2.31 -1.91
C 2.95 1.65 -0.84
C 3.84 2.32 -0.04
C 4.12 3.66 -0.27
C 3.49 4.35 -1.29
N 1.35 1.87 -2.83
C 0.61 0.71 -2.73
C 1.09 -0.40 -2.06
C 0.30 -1.32 -1.39
C 0.80 -2.31 -0.50
C -0.09 -3.00 0.34
C 0.37 -3.94 1.23
C 1.72 -4.24 1.30
C 2.62 -3.56 0.50
C 2.18 -2.61 -0.39
H 1.09 2.76 -4.71
H 2.28 4.70 -3.97
H 1.03 4.97 -2.74
H 2.66 0.65 -0.59
H 4.30 1.81 0.79
H 4.80 4.18 0.38
H 3.65 5.40 -1.43
H -0.42 0.76 -3.04
H 2.16 -0.50 -1.99
H -0.76 -1.20 -1.44
H -1.13 -2.75 0.31
H -0.33 -4.45 1.87
H 2.07 -4.98 2.00
H 3.67 -3.78 0.57
H 2.89 -2.09 -1.00
C -1.87 0.16 4.25
N -2.49 -0.45 3.10
C -2.23 0.09 1.84
O -1.43 1.03 1.72
C -2.89 -0.47 0.73
C -3.75 -1.57 0.87
O -4.30 -2.11 -0.09
N -3.96 -2.07 2.17
C -4.88 -3.17 2.34
C -3.35 -1.52 3.29
O -3.55 -1.98 4.40
H -2.18 -0.37 5.15
H -0.78 0.11 4.15
H -2.17 1.20 4.32
H -2.74 -0.04 -0.24
H -4.95 -3.42 3.40
H -5.86 -2.89 1.97
H -4.52 -4.03 1.79
```

Calculated values
E = -1468.29916 hartree
HOMO energy = -3.996 eV
LUMO energy = 0.20 eV
Gap between HOMO and LUMO = 0.15407 Ha
Net charge = -1


Entry 3:
Density functional theory data (the ωB97M-V functional and the def2-TZVPD basis) for an isolated molecule of C24H22N4O5S in a non-equilibrium geometry.

The geometry in XYZ format:
```
56
C24H22N4O5S (the ωB97M-V functional and the def2-TZVPD basis)
C -4.17 -0.78 3.20
C -3.72 -1.59 1.99
C -4.56 -1.24 0.76
C -4.10 -1.99 -0.50
N -2.76 -1.61 -0.90
C -2.47 -0.46 -1.61
O -3.27 0.35 -2.00
C -0.99 -0.47 -1.78
C -0.15 0.40 -2.43
C 1.22 0.15 -2.36
C 1.73 -0.94 -1.65
C 3.22 -0.96 -1.48
O 3.97 -0.40 -2.24
N 3.64 -1.59 -0.35
C 4.89 -1.21 0.28
C 4.79 0.22 0.87
N 3.42 0.56 1.19
C 2.68 -0.21 2.05
O 3.09 -1.11 2.73
S 0.96 0.28 1.96
C 1.31 1.50 0.76
C 0.47 2.30 0.08
C -0.97 2.39 0.10
C -1.61 3.21 -0.84
C -2.99 3.28 -0.86
C -3.69 2.52 0.06
N -3.11 1.75 0.97
C -1.80 1.69 0.98
C 2.75 1.54 0.47
O 3.29 2.30 -0.29
C 0.86 -1.85 -1.05
C -0.49 -1.60 -1.13
C -1.64 -2.36 -0.58
O -1.65 -3.41 0.00
H -3.57 -1.03 4.07
H -4.07 0.28 2.99
H -5.21 -1.00 3.43
H -2.67 -1.37 1.79
H -3.80 -2.66 2.19
H -4.49 -0.17 0.58
H -5.60 -1.49 0.94
H -4.77 -1.76 -1.33
H -4.09 -3.06 -0.32
H -0.53 1.25 -2.97
H 1.93 0.82 -2.83
H 2.96 -2.01 0.26
H 5.10 -1.94 1.06
H 5.68 -1.23 -0.47
H 5.11 0.96 0.14
H 5.41 0.29 1.77
H 0.97 2.97 -0.62
H -1.02 3.78 -1.54
H -3.50 3.90 -1.58
H -4.78 2.53 0.08
H -1.38 1.04 1.75
H 1.21 -2.75 -0.55
```

Calculated values
E = -1921.29415 hartree
HOMO energy = -8.956 eV
LUMO energy = -1.06 eV
Gap between HOMO and LUMO = 0.29014 Ha
Relative energy (zero: lowest compared OMol25 entry of this formula, charge and spin) = 0.0 kJ/mol


Entry 4:
Density functional theory data (the ωB97M-V functional and the def2-TZVPD basis) for the ion C24H22N5O2S with charge -1 in a non-equilibrium geometry.

The geometry in XYZ format:
```
54
C24H22N5O2S (the ωB97M-V functional and the def2-TZVPD basis)
C 3.63 4.91 -2.15
N 3.07 5.58 -0.99
C 3.91 6.67 -0.51
C 2.13 4.93 -0.23
C 1.70 3.63 -0.59
C 0.74 2.97 0.16
C 0.23 3.54 1.32
C -0.71 2.75 2.23
C -0.11 1.51 2.84
C 1.16 0.89 2.60
O 1.80 0.89 1.54
N 1.70 0.23 3.76
C 3.13 -0.09 3.78
C 0.90 -0.59 4.52
S 1.47 -1.83 5.49
N -0.43 -0.22 4.45
C -1.37 -0.83 5.39
C -0.62 1.15 4.14
O -1.14 1.93 4.94
C -2.13 2.50 1.73
C -2.64 1.22 2.28
N -3.00 0.20 2.73
C -3.02 3.53 2.31
N -3.70 4.33 2.81
C -2.38 2.52 0.20
C -2.59 3.74 -0.46
C -3.00 3.75 -1.79
C -3.10 2.54 -2.49
C -2.87 1.33 -1.85
C -2.51 1.31 -0.50
C 0.62 4.84 1.67
C 1.55 5.53 0.92
H 2.82 4.54 -2.79
H 4.21 5.66 -2.71
H 4.28 4.07 -1.86
H 3.38 7.27 0.23
H 4.85 6.29 -0.07
H 4.17 7.29 -1.37
H 2.17 3.12 -1.42
H 0.43 1.97 -0.15
H -0.86 3.39 3.12
H 3.62 0.46 2.98
H 3.53 0.20 4.75
H 3.25 -1.17 3.67
H -1.09 -1.88 5.48
H -1.30 -0.35 6.37
H -2.37 -0.72 4.97
H -2.46 4.67 0.09
H -3.26 4.69 -2.28
H -3.39 2.55 -3.55
H -2.98 0.38 -2.38
H -2.35 0.37 0.04
H 0.21 5.28 2.59
H 1.84 6.54 1.23
```

Calculated values
E = -1750.24950 hartree
HOMO energy = -4.189 eV
LUMO energy = 2.53 eV
Gap between HOMO and LUMO = 0.24706 Ha
Relative energy (zero: lowest compared OMol25 entry of this formula, charge and spin) = 0.0 kJ/mol
Net charge = -1


Entry 5:
Density functional theory data (the ωB97M-V functional and the def2-TZVPD basis) for a structure of composition C24H22N6W in a non-equilibrium geometry.

The geometry in XYZ format:
```
53
C24H22N6W (the ωB97M-V functional and the def2-TZVPD basis)
W 0.13 0.22 -0.18
C -0.44 1.80 2.45
N 0.29 0.55 2.08
C -0.26 -0.63 2.82
C -0.94 -1.65 1.94
C -1.62 -2.74 2.48
C -2.28 -3.62 1.63
C -2.28 -3.36 0.26
C -1.57 -2.27 -0.21
N -0.89 -1.44 0.61
C 1.73 0.71 2.42
C 2.57 -0.20 1.56
C 3.74 -0.80 1.99
C 4.52 -1.48 1.06
C 4.11 -1.50 -0.27
C 2.90 -0.93 -0.62
N 2.11 -0.30 0.29
C -1.61 2.01 1.53
C -2.75 2.74 1.83
C -3.71 2.92 0.85
C -3.53 2.33 -0.40
C -2.38 1.61 -0.64
N -1.43 1.47 0.31
H 0.22 2.67 2.33
H -0.75 1.79 3.50
H -0.98 -0.29 3.57
H 0.54 -1.13 3.37
H -1.62 -2.91 3.55
H -2.82 -4.47 2.03
H -2.82 -4.00 -0.42
H -1.54 -2.04 -1.28
H 1.91 0.56 3.49
H 2.05 1.74 2.19
H 4.05 -0.73 3.02
H 5.44 -1.97 1.35
H 4.71 -1.96 -1.04
H 2.57 -0.95 -1.66
H -2.87 3.19 2.81
H -4.60 3.50 1.05
H -4.28 2.45 -1.18
H -2.20 1.12 -1.60
N 0.46 1.64 -7.34
C 0.55 1.33 -6.24
C 0.58 0.92 -4.88
C 0.47 -0.43 -4.56
C 0.37 -0.80 -3.23
N 0.43 0.10 -2.23
C 0.65 1.40 -2.54
C 0.71 1.86 -3.83
H 0.44 -1.18 -5.34
H 0.24 -1.85 -2.96
H 0.81 2.09 -1.66
H 0.84 2.91 -4.05
```

Calculated values
E = -1321.81326 hartree
HOMO energy (spin up / spin down) = -21.872 / -21.884 eV
LUMO energy (spin up / spin down) = -15.30 / -15.30 eV
Gap between HOMO and LUMO (spin up / spin down) = 0.24158 / 0.24183 Ha
Net charge = +4


Entry 6:
Density functional theory data (the ωB97M-V functional and the def2-TZVPD basis) for a structure of composition C24H23AsBF5N10O7Rb.

The geometry in XYZ format:
```
72
C24H23AsBF5N10O7Rb (the ωB97M-V functional and the def2-TZVPD basis)
Rb -0.63 0.19 0.27
C 0.64 -4.92 -0.49
C 0.47 -3.61 -0.98
N 0.19 -2.76 -0.01
N 0.15 -3.50 1.12
C 0.42 -4.80 0.86
B -0.29 -2.86 2.44
N 0.67 -1.73 2.87
C 0.54 -0.93 3.95
C 1.64 -0.11 4.02
C 2.41 -0.49 2.90
N 1.83 -1.47 2.22
N -1.73 -2.32 2.28
C -2.77 -3.00 1.77
C -3.87 -2.17 1.79
C -3.39 -0.98 2.33
N -2.10 -1.06 2.63
N -0.21 -3.95 3.54
C 0.85 -4.22 4.33
C 0.59 -5.37 5.04
C -0.69 -5.74 4.59
N -1.17 -4.89 3.69
H 0.87 -5.82 -1.04
H 0.55 -3.25 -2.00
H 0.41 -5.53 1.65
H -0.33 -1.00 4.57
H 1.85 0.65 4.74
H 3.35 -0.09 2.54
H -2.65 -4.01 1.42
H -4.85 -2.39 1.39
H -3.91 -0.05 2.50
H 1.72 -3.57 4.32
H 1.22 -5.85 5.76
H -1.30 -6.59 4.90
O -0.09 2.57 -3.89
C -0.63 1.77 -3.11
O -0.15 1.36 -2.02
C -1.97 1.18 -3.52
C -2.42 1.48 -4.78
C -3.62 0.93 -5.29
C -4.35 0.02 -4.55
C -3.90 -0.32 -3.29
C -2.77 0.32 -2.64
O -2.54 0.18 -1.43
N -4.69 -1.32 -2.58
O -5.88 -1.43 -2.88
O -4.15 -1.98 -1.72
N -4.07 1.28 -6.60
O -5.12 0.79 -7.01
O -3.46 2.14 -7.22
H -1.82 2.15 -5.38
H -5.25 -0.42 -4.94
C 3.65 1.29 -1.32
As 2.31 -0.14 -1.07
C 3.62 -1.55 -0.64
C 2.14 -0.54 -2.98
H 4.48 0.93 -1.92
H 4.02 1.62 -0.35
H 3.16 2.12 -1.82
H 4.39 -1.62 -1.42
H 3.10 -2.51 -0.54
H 4.09 -1.33 0.31
H 3.12 -0.75 -3.41
H 1.68 0.33 -3.45
H 1.48 -1.40 -3.13
F 1.09 2.92 3.16
C 0.25 2.92 2.15
F -0.99 3.10 2.53
C 0.69 3.77 0.96
F 1.81 3.31 0.44
F -0.25 3.82 0.04
F 0.94 5.05 1.39
```

Calculated values
Expectation value of S² = 0.752
E = -4786.66555 hartree
HOMO energy (spin up / spin down) = -2.603 / -2.602 eV
LUMO energy (spin up / spin down) = 3.61 / 3.10 eV
Gap between HOMO and LUMO (spin up / spin down) = 0.22827 / 0.20939 Ha
Relative energy (zero: lowest compared OMol25 entry of this formula, charge and spin) = 63.9 kJ/mol
Spin multiplicity = 2
Net charge = -2


Entry 7:
Density functional theory data (the ωB97M-V functional and the def2-TZVPD basis) for a structure of composition C24H23AsF12I2NO2Zn.

The geometry in XYZ format:
```
66
C24H23AsF12I2NO2Zn (the ωB97M-V functional and the def2-TZVPD basis)
Zn -0.35 1.14 -0.50
C 4.61 0.35 4.29
C 3.45 0.19 3.36
C 2.52 -0.84 3.49
C 1.46 -0.96 2.62
C 1.28 -0.06 1.54
N 0.22 -0.23 0.72
C -0.54 -1.36 0.64
C 0.10 -2.59 0.50
C -0.63 -3.75 0.42
C -2.01 -3.74 0.46
C -2.82 -5.01 0.44
C -2.64 -2.52 0.54
C -1.95 -1.31 0.61
C -2.67 0.05 0.71
O -2.26 1.00 -0.20
C -4.23 -0.07 0.48
F -4.86 -0.66 1.51
F -4.77 1.14 0.31
F -4.57 -0.78 -0.62
C -2.53 0.56 2.19
F -3.40 1.56 2.44
F -1.33 1.03 2.46
F -2.79 -0.43 3.05
C 2.19 1.03 1.43
C 3.23 1.11 2.35
C 2.02 2.19 0.43
O 1.38 1.92 -0.75
C 3.42 2.77 0.00
F 4.31 1.79 -0.25
F 3.98 3.57 0.93
F 3.32 3.50 -1.11
C 1.23 3.35 1.11
F -0.08 3.03 1.15
F 1.61 3.59 2.37
F 1.35 4.49 0.43
H 4.87 -0.59 4.77
H 5.51 0.68 3.76
H 4.42 1.06 5.10
H 2.62 -1.57 4.29
H 0.74 -1.75 2.75
H 1.17 -2.61 0.50
H -0.11 -4.70 0.33
H -2.19 -5.90 0.44
H -3.48 -5.07 1.32
H -3.47 -5.07 -0.44
H -3.72 -2.51 0.57
H 3.93 1.93 2.29
I 2.28 -0.79 -2.06
C 3.13 0.76 -3.25
I 1.94 2.47 -3.75
H 3.43 0.34 -4.19
H 3.95 1.16 -2.67
C -0.42 -0.24 -4.58
As -1.09 0.69 -2.97
C -2.73 -0.37 -2.90
C -1.90 2.27 -3.79
H -1.17 -0.11 -5.35
H -0.31 -1.29 -4.33
H 0.53 0.17 -4.92
H -3.01 -0.58 -3.93
H -3.49 0.22 -2.39
H -2.55 -1.28 -2.34
H -2.53 1.96 -4.61
H -1.11 2.92 -4.16
H -2.49 2.79 -3.03
```

Calculated values
E = -6942.65210 hartree
HOMO energy = -4.004 eV
LUMO energy = 2.17 eV
Gap between HOMO and LUMO = 0.22675 Ha
Net charge = -1


Entry 8:
Density functional theory data (the ωB97M-V functional and the def2-TZVPD basis) for a structure of composition C24H23AuGeN2O3 in a non-equilibrium geometry.

The geometry in XYZ format:
```
54
C24H23AuGeN2O3 (the ωB97M-V functional and the def2-TZVPD basis)
Au 1.62 -2.37 -0.17
O 1.74 -1.05 -1.73
N 2.16 0.14 -1.49
N 2.24 0.45 -0.27
O 1.93 -0.41 0.70
C 2.65 1.78 0.11
C 2.59 2.80 -0.82
C 3.00 4.06 -0.43
C 3.44 4.29 0.87
C 3.49 3.25 1.78
C 3.10 1.97 1.41
H 2.23 2.61 -1.82
H 2.96 4.88 -1.14
H 3.75 5.28 1.17
H 3.85 3.42 2.79
H 3.13 1.15 2.11
C 2.48 -4.74 1.32
O 1.38 -3.99 0.80
H 2.11 -5.40 2.09
H 3.24 -4.07 1.73
H 2.93 -5.32 0.51
C -0.32 -1.50 2.75
Ge -0.57 -1.18 0.87
C -1.85 -2.38 0.07
C -1.62 -3.48 -0.76
C -2.68 -4.26 -1.18
C -3.97 -3.96 -0.78
C -4.21 -2.87 0.04
C -3.15 -2.07 0.46
C -0.91 0.67 0.46
C -0.82 1.55 1.52
C -0.93 2.95 1.34
C -1.10 3.45 0.09
C -1.19 2.60 -1.04
C -1.37 3.13 -2.34
C -1.48 2.30 -3.42
C -1.44 0.90 -3.24
C -1.27 0.36 -2.00
C -1.11 1.20 -0.86
H -1.28 -1.21 3.18
H 0.48 -0.92 3.18
H -0.15 -2.56 2.94
H -0.61 -3.73 -1.07
H -2.50 -5.12 -1.82
H -4.80 -4.57 -1.12
H -5.22 -2.62 0.35
H -3.36 -1.20 1.08
H -0.67 1.18 2.52
H -0.87 3.61 2.20
H -1.17 4.52 -0.07
H -1.41 4.20 -2.46
H -1.63 2.71 -4.41
H -1.56 0.25 -4.10
H -1.26 -0.71 -1.88
```

Calculated values
Expectation value of S² = 0.759
E = -3475.75690 hartree
HOMO energy (spin up / spin down) = -11.171 / -11.170 eV
LUMO energy (spin up / spin down) = -4.31 / -5.89 eV
Gap between HOMO and LUMO (spin up / spin down) = 0.25201 / 0.19391 Ha
Relative energy (zero: lowest compared OMol25 entry of this formula, charge and spin) = 0.0 kJ/mol
Spin multiplicity = 2
Net charge = +1


> E of number 6 (C24H23AsBF5N10O7Rb)?

-4786.66555 hartree


> Among the records above, which one has the highest E?

C24H22N6W


Please write out number 5 again, unchanged.
Density functional theory data (the ωB97M-V functional and the def2-TZVPD basis) for a structure of composition C24H22N6W in a non-equilibrium geometry.

The geometry in XYZ format:
```
53
C24H22N6W (the ωB97M-V functional and the def2-TZVPD basis)
W 0.13 0.22 -0.18
C -0.44 1.80 2.45
N 0.29 0.55 2.08
C -0.26 -0.63 2.82
C -0.94 -1.65 1.94
C -1.62 -2.74 2.48
C -2.28 -3.62 1.63
C -2.28 -3.36 0.26
C -1.57 -2.27 -0.21
N -0.89 -1.44 0.61
C 1.73 0.71 2.42
C 2.57 -0.20 1.56
C 3.74 -0.80 1.99
C 4.52 -1.48 1.06
C 4.11 -1.50 -0.27
C 2.90 -0.93 -0.62
N 2.11 -0.30 0.29
C -1.61 2.01 1.53
C -2.75 2.74 1.83
C -3.71 2.92 0.85
C -3.53 2.33 -0.40
C -2.38 1.61 -0.64
N -1.43 1.47 0.31
H 0.22 2.67 2.33
H -0.75 1.79 3.50
H -0.98 -0.29 3.57
H 0.54 -1.13 3.37
H -1.62 -2.91 3.55
H -2.82 -4.47 2.03
H -2.82 -4.00 -0.42
H -1.54 -2.04 -1.28
H 1.91 0.56 3.49
H 2.05 1.74 2.19
H 4.05 -0.73 3.02
H 5.44 -1.97 1.35
H 4.71 -1.96 -1.04
H 2.57 -0.95 -1.66
H -2.87 3.19 2.81
H -4.60 3.50 1.05
H -4.28 2.45 -1.18
H -2.20 1.12 -1.60
N 0.46 1.64 -7.34
C 0.55 1.33 -6.24
C 0.58 0.92 -4.88
C 0.47 -0.43 -4.56
C 0.37 -0.80 -3.23
N 0.43 0.10 -2.23
C 0.65 1.40 -2.54
C 0.71 1.86 -3.83
H 0.44 -1.18 -5.34
H 0.24 -1.85 -2.96
H 0.81 2.09 -1.66
H 0.84 2.91 -4.05
```

Calculated values
E = -1321.81326 hartree
HOMO energy (spin up / spin down) = -21.872 / -21.884 eV
LUMO energy (spin up / spin down) = -15.30 / -15.30 eV
Gap between HOMO and LUMO (spin up / spin down) = 0.24158 / 0.24183 Ha
Net charge = +4


> Number 6 is which compound?

C24H23AsBF5N10O7Rb